<a>
H20NO8 | ωB97M-V with the def2-TZVPD basis set

Atoms and positions in Å:
N 0.191 -0.062 -0.544
H 0.406 -1.158 -0.628
H 0.976 0.536 -0.757
H -0.285 0.088 0.493
H -0.527 0.061 -1.340
O -1.917 -0.416 2.026
H -2.061 0.192 1.276
H -1.545 -1.212 1.661
O 0.737 1.832 1.057
H 1.651 2.147 0.968
H 0.638 1.689 2.057
O 1.583 -3.304 -1.971
H 0.818 -3.387 -2.709
H 2.258 -3.674 -2.477
O 0.251 0.730 3.588
H 0.004 1.195 4.373
H -0.604 0.551 3.096
O 2.349 -0.818 1.616
H 1.801 -0.178 2.199
H 2.458 -1.638 2.060
O -2.360 0.783 -0.249
H -2.927 0.411 -0.909
H -2.556 1.608 -0.026
O 1.175 2.492 -2.077
H 2.005 2.857 -1.643
H 1.530 2.203 -2.873
O -2.142 -1.254 -2.355
H -1.513 -1.701 -3.003
H -2.396 -0.574 -2.911

Results
- LUMO energy: -0.120 Eh
- Total charge: +1



<b>
H20NO8 | ωB97M-V with the def2-TZVPD basis set

Atoms and positions in Å:
N 1.967 -1.012 -0.237
H 2.489 -1.873 -0.429
H 2.556 -0.468 0.430
H 1.022 -1.188 0.297
H 1.760 -0.415 -1.019
O -2.436 -1.761 -0.522
H -2.961 -1.512 -1.351
H -2.819 -2.540 -0.130
O -1.045 1.840 -1.001
H -1.046 1.909 -0.052
H -1.888 2.015 -1.404
O -2.697 0.181 1.824
H -2.940 -0.428 1.108
H -3.129 -0.123 2.616
O 0.107 -2.348 -1.671
H -0.767 -2.578 -1.388
H 0.053 -2.388 -2.622
O 1.529 1.067 -1.796
H 0.687 1.427 -1.544
H 1.747 1.417 -2.648
O -0.145 -1.042 1.203
H -0.898 -0.930 0.625
H -0.191 -0.244 1.797
O 3.474 1.270 0.479
H 3.347 1.942 1.169
H 2.737 1.456 -0.155
O -0.091 1.739 1.977
H -0.938 2.146 2.251
H 0.514 2.440 2.197

Results
- LUMO energy: -0.106 Eh
- Total charge: +1



Stability ranking, top and bottom: <b> is the most stable and <a> is the least stable.



<a>
C7H16N | ωB97M-V with the def2-TZVPD basis set

Atoms and positions in Å:
C -0.926 -0.900 -2.971
C -0.437 -1.447 -1.694
C 0.174 -0.983 -0.547
C 0.586 -2.035 0.419
C 0.734 0.445 -0.168
C -0.235 1.010 0.901
C 0.107 0.556 2.382
N -0.131 2.592 0.830
H -0.620 0.189 -3.030
H -2.013 -0.742 -2.929
H -0.542 -1.367 -3.800
H -0.361 -2.593 -1.732
H 0.680 -3.047 0.117
H 1.649 -2.045 0.640
H -0.137 -1.886 1.359
H 0.448 1.093 -1.094
H 1.720 0.436 0.151
H -1.175 0.587 0.722
H 0.511 1.476 2.989
H 0.914 -0.026 2.230
H -0.679 -0.076 2.902
H -0.284 2.889 -0.189
H -0.858 3.046 1.390
H 0.876 2.827 1.122

Results
- LUMO energy: -0.134 Eh
- SMILES: C/C=C(/C)C[C@@H](C)[NH3+]
- Total charge: +1



<b>
C7H16N | ωB97M-V with the def2-TZVPD basis set

Atoms and positions in Å:
C 0.841 2.894 -0.480
C 2.068 2.040 -0.165
C 1.887 0.845 0.823
C 0.515 0.215 0.601
C -0.499 0.357 1.463
C 0.414 -0.595 -0.544
C 1.482 -1.483 -0.952
N -5.512 -3.640 -0.345
H 1.147 3.664 -1.185
H 0.035 2.334 -0.940
H 0.462 3.404 0.410
H 2.917 2.653 0.125
H 2.786 0.256 0.699
H 1.855 1.212 1.846
H -1.441 -0.098 1.175
H -0.413 0.712 2.472
H -0.555 -0.698 -1.030
H -5.352 -3.321 -1.286
H 2.109 -1.091 -1.763
H 2.188 -1.591 -0.128
H 1.141 -2.477 -1.237
H 2.363 1.559 -1.107
H -5.693 -2.910 0.318
H -4.709 -4.182 -0.074

Results
- LUMO energy: -0.253 Eh
- Total charge: +1



Stability ranking, top and bottom: <a> is the most stable and <b> is the least stable.



<a>
C7H16N | ωB97M-V with the def2-TZVPD basis set

Atoms and positions in Å:
C 1.619 3.121 1.112
C 0.624 2.922 0.257
C 0.059 1.576 -0.100
C 1.039 0.476 -0.492
C 0.691 -1.015 -0.102
C -0.818 -1.205 0.093
C -1.484 -1.260 -1.296
N -1.064 -2.612 0.768
H 1.972 4.060 1.537
H 2.228 2.328 1.563
H -0.044 3.719 -0.085
H -0.675 1.594 -0.931
H -0.435 1.203 0.846
H 1.980 0.741 0.082
H 1.493 0.611 -1.466
H 1.237 -1.221 0.877
H 1.049 -1.664 -0.944
H -1.092 -0.472 0.808
H -0.772 -1.282 -2.134
H -2.290 -0.565 -1.525
H -1.891 -2.324 -1.567
H -0.159 -3.156 0.652
H -1.880 -3.092 0.282
H -1.387 -2.482 1.765

Results
- LUMO energy: -0.132 Eh
- SMILES: C=CCCC[C@@H](C)[NH3+]
- Total charge: +1



<b>
C7H16N | ωB97M-V with the def2-TZVPD basis set

Atoms and positions in Å:
C 3.016 -0.530 0.137
C 1.818 -0.907 0.344
C 0.117 1.641 1.121
C 0.121 1.257 -1.399
C -0.941 -1.404 -1.028
C -1.482 -0.664 1.325
C -0.049 0.639 -0.101
N -1.249 -0.322 -0.095
H 3.859 -1.096 0.509
H 3.585 0.191 -0.476
H 1.240 -1.678 0.837
H 0.890 2.379 0.906
H 0.316 1.361 2.103
H -0.770 2.170 1.318
H -0.349 2.247 -1.463
H -0.219 0.710 -2.296
H 1.192 1.389 -1.546
H -1.870 -2.038 -1.004
H -0.807 -1.055 -2.065
H -0.087 -2.133 -0.748
H -0.765 -1.389 1.713
H -1.538 0.210 1.929
H -2.381 -1.279 1.419
H -1.959 0.268 -0.542

Results
- LUMO energy (alpha / beta): -0.131 / -0.131 Eh
- Total charge: +1



Stability ranking, top and bottom: <a> is the most stable and <b> is the least stable.



<a>
CH4IN2 | ωB97M-V with the def2-TZVPD basis set

Atoms and positions in Å:
N -0.724 -1.005 0.097
C -0.445 0.254 -0.022
N 0.717 0.763 0.117
I 2.617 -0.112 0.040
H -1.745 -1.227 -0.083
H 0.134 -1.552 0.008
H -1.323 1.082 -0.222
H 0.769 1.796 0.065

Results
- LUMO energy: -0.205 Eh
- SMILES: [NH2+]=CNI
- Total charge: +1



<b>
CH4IN2 | ωB97M-V with the def2-TZVPD basis set

Atoms and positions in Å:
C -0.803 -0.168 0.197
N -0.172 -1.270 0.004
N 1.099 1.424 0.208
I -2.785 0.297 0.095
H 0.772 -1.285 0.309
H -0.581 -2.135 -0.080
H 1.040 2.350 -0.212
H 1.430 0.786 -0.521

Results
- LUMO energy (alpha / beta): -0.264 / -0.264 Eh
- Total charge: +1



Stability ranking, top and bottom: <a> is the most stable and <b> is the least stable.